Entry 1:
Entry from the OMol25 dataset: a structure of composition C16H28Br2MgN4 in a non-equilibrium geometry (ωB97M-V/def2-TZVPD).

The geometry in XYZ format:
```
51
C16H28Br2MgN4 | the OMol25 dataset | ωB97M-V/def2-TZVPD
Mg -1.183 2.774 0.788
Br -2.493 3.814 2.431
Br -0.786 4.165 -1.164
C -5.557 -0.652 -1.143
C -4.384 -0.788 -2.094
C -3.036 -0.724 -1.369
C -2.849 0.508 -0.618
N -2.696 1.483 -0.051
H -5.621 -1.436 -0.385
H -6.502 -0.701 -1.686
H -5.519 0.292 -0.597
H -4.408 -0.042 -2.891
H -4.422 -1.720 -2.666
H -2.196 -0.794 -2.068
H -2.927 -1.575 -0.692
C 3.576 0.867 1.355
C 3.755 1.686 2.639
C 3.168 3.094 2.516
C 1.765 3.075 2.131
N 0.660 3.101 1.831
H 3.960 1.336 0.451
H 2.507 0.682 1.209
H 4.013 -0.127 1.473
H 4.812 1.771 2.889
H 3.275 1.144 3.453
H 3.672 3.724 1.775
H 3.324 3.646 3.445
C 0.773 -1.905 -3.003
C 0.870 -0.481 -3.556
C 1.596 0.455 -2.596
C 0.842 0.779 -1.386
N 0.239 1.026 -0.441
H 0.251 -1.935 -2.046
H 1.766 -2.338 -2.842
H 0.309 -2.579 -3.723
H -0.136 -0.124 -3.781
H 1.426 -0.512 -4.492
H 1.893 1.388 -3.075
H 2.509 -0.030 -2.233
C -0.086 -2.809 0.902
C 1.048 -2.154 1.676
C 0.574 -1.363 2.913
C -0.377 -0.321 2.549
N -1.112 0.504 2.243
H 0.290 -3.480 0.127
H -0.649 -2.035 0.363
H -0.840 -3.358 1.468
H 1.586 -1.462 1.027
H 1.735 -2.945 1.980
H 1.439 -0.855 3.343
H 0.146 -2.068 3.622
```

**DFT total energy**: -6193.7568 a.u.
**HOMO level**: -7.43 eV
**Kohn-Sham gap**: 7.608 eV

Entry 2:
Entry from the OMol25 dataset: a structure of composition C27H55B3IO16P in a non-equilibrium geometry (ωB97M-V/def2-TZVPD).

The geometry in XYZ format:
```
103
C27H55B3IO16P | the OMol25 dataset | ωB97M-V/def2-TZVPD
C 1.828 2.445 6.206
C 1.581 1.543 5.252
C 1.073 0.143 5.518
B 2.319 -0.818 5.591
O 2.442 -1.976 4.822
B 3.459 -1.716 3.924
O 4.419 -0.752 4.243
B 4.523 -0.434 5.576
P 6.225 0.161 6.357
O 5.835 1.737 6.656
I 6.112 -1.002 8.509
O 3.412 -0.494 6.390
H 1.999 3.489 5.987
H 1.835 2.140 7.246
H 1.780 1.763 4.208
H 0.496 0.111 6.441
H 0.422 -0.166 4.703
H 3.526 -2.256 2.876
H 4.967 1.806 7.072
O 2.702 -0.300 0.698
C 2.180 -1.130 0.004
O 2.225 -2.421 0.384
C 1.470 -3.454 -0.268
C 2.199 -4.021 -1.466
C 1.547 -0.792 -1.322
H 0.469 -3.102 -0.524
H 1.344 -4.229 0.483
H 2.352 -3.266 -2.237
H 1.632 -4.844 -1.899
H 3.183 -4.386 -1.167
H 2.311 -0.796 -2.098
H 1.121 0.207 -1.251
H 0.738 -1.463 -1.600
O -1.235 -2.515 -3.523
C -1.891 -1.627 -3.050
O -2.880 -1.938 -2.183
C -3.583 -0.960 -1.411
C -4.753 -0.375 -2.172
C -1.696 -0.186 -3.456
H -2.901 -0.191 -1.047
H -3.946 -1.497 -0.534
H -4.422 0.160 -3.063
H -5.309 0.319 -1.542
H -5.425 -1.169 -2.499
H -2.279 0.018 -4.353
H -0.646 -0.036 -3.675
H -1.959 0.526 -2.685
O -0.708 2.379 -3.382
C 0.003 3.024 -4.110
O 1.326 2.991 -3.906
C 2.274 3.556 -4.824
C 2.479 5.032 -4.565
C -0.561 3.926 -5.181
H 1.981 3.354 -5.856
H 3.197 3.005 -4.652
H 1.569 5.591 -4.720
H 3.246 5.431 -5.230
H 2.789 5.195 -3.533
H -0.793 4.893 -4.736
H -1.479 3.477 -5.553
H 0.099 4.072 -6.031
O -3.409 -4.180 5.791
C -2.341 -4.450 5.318
O -1.651 -3.488 4.676
C -0.293 -3.646 4.250
C -0.205 -4.295 2.886
C -1.788 -5.857 5.349
H 0.291 -4.180 5.000
H 0.115 -2.641 4.199
H -0.616 -5.306 2.890
H 0.834 -4.347 2.561
H -0.775 -3.720 2.156
H -2.182 -6.408 4.497
H -2.131 -6.333 6.265
H -0.702 -5.909 5.341
O 1.248 7.549 -3.873
C 1.338 8.411 -3.039
O 1.797 9.618 -3.406
C 1.763 10.764 -2.549
C 2.980 10.834 -1.651
C 1.034 8.141 -1.585
H 0.830 10.797 -1.985
H 1.751 11.619 -3.222
H 3.028 9.983 -0.972
H 2.962 11.748 -1.056
H 3.891 10.824 -2.250
H 1.927 7.737 -1.109
H 0.243 7.397 -1.536
H 0.695 9.013 -1.032
O -2.019 -6.627 -1.874
C -3.177 -6.338 -1.763
O -4.060 -7.316 -1.458
C -5.419 -7.057 -1.107
C -6.309 -6.953 -2.327
C -3.685 -4.940 -2.030
H -5.493 -6.177 -0.467
H -5.723 -7.909 -0.501
H -6.022 -6.115 -2.962
H -7.350 -6.819 -2.031
H -6.230 -7.859 -2.929
H -3.880 -4.828 -3.096
H -2.913 -4.237 -1.743
H -4.581 -4.683 -1.468
```

**DFT total energy**: -2979.5184 a.u.
**HOMO level**: -8.59 eV
**Kohn-Sham gap**: 8.930 eV

Entry 3:
Entry from the OMol25 dataset: a cluster of 6 separate species, C55H72Cl2INO16 in total in a non-equilibrium geometry (ωB97M-V/def2-TZVPD).

The geometry in XYZ format:
```
147
C55H72Cl2INO16 | the OMol25 dataset | ωB97M-V/def2-TZVPD
C -6.926 -7.128 6.186
O -6.418 -7.313 4.884
C -7.396 -7.161 3.856
C -6.917 -6.206 2.766
C -6.413 -6.892 1.488
C -7.273 -6.618 0.252
C -6.832 -5.357 -0.526
C -6.468 -5.611 -1.995
C -5.427 -4.578 -2.448
C -4.696 -4.970 -3.725
C -3.636 -3.942 -4.211
C -3.276 -2.867 -3.183
C -2.136 -1.965 -3.630
C -1.913 -0.777 -2.701
C -2.920 -0.277 -1.879
C -2.701 0.772 -1.003
C -1.437 1.330 -0.929
C -0.405 0.858 -1.748
C -0.631 -0.188 -2.660
C 0.434 -0.696 -3.554
Cl 1.596 -1.780 -2.872
C 0.475 -0.333 -4.830
C -0.477 0.655 -5.416
Cl 1.644 -0.962 -5.941
C 0.930 1.509 -1.567
O 1.655 1.772 -2.494
C 1.265 1.809 -0.139
C 2.546 1.634 0.401
C 3.662 1.146 -0.487
C 5.000 1.210 0.199
O 5.603 2.209 0.331
I 5.806 -0.643 0.959
C 2.713 1.891 1.748
C 1.678 2.318 2.584
C 2.026 2.527 4.040
N 3.160 3.453 4.219
C 0.396 2.522 2.055
C -0.767 2.977 2.902
C -1.879 1.953 3.041
O -1.341 0.663 3.433
C -1.934 0.226 4.573
O -2.894 -0.463 4.569
C 0.221 2.258 0.684
C -1.110 2.416 0.026
O -1.857 3.339 0.219
H -7.902 -7.594 6.308
H -6.219 -7.560 6.885
H -7.006 -6.059 6.410
H -7.594 -8.153 3.444
H -8.336 -6.811 4.284
H -6.156 -5.567 3.206
H -7.760 -5.555 2.549
H -6.372 -7.965 1.674
H -5.382 -6.587 1.318
H -8.295 -6.467 0.599
H -7.271 -7.500 -0.384
H -7.635 -4.627 -0.447
H -5.989 -4.932 0.014
H -7.367 -5.526 -2.599
H -6.040 -6.609 -2.064
H -4.743 -4.434 -1.622
H -5.980 -3.659 -2.647
H -4.208 -5.932 -3.585
H -5.434 -5.064 -4.518
H -4.024 -3.415 -5.084
H -2.733 -4.443 -4.556
H -3.018 -3.359 -2.251
H -4.164 -2.262 -3.036
H -1.222 -2.553 -3.565
H -2.237 -1.647 -4.666
H -3.907 -0.706 -1.895
H -3.475 1.151 -0.353
H -0.396 0.672 -6.497
H -0.264 1.658 -5.052
H -1.505 0.423 -5.161
H 3.695 1.672 -1.429
H 3.457 0.098 -0.708
H 3.694 1.743 2.181
H 2.290 1.541 4.430
H 1.181 2.865 4.621
H 3.568 3.707 3.329
H 3.893 2.990 4.739
H -1.166 3.877 2.452
H -0.457 3.248 3.894
H -2.572 2.332 3.790
H -2.459 1.812 2.135
H -1.449 0.536 5.505
O -0.329 5.575 4.280
C -0.068 6.403 3.454
O 0.257 6.064 2.185
C 0.631 7.240 1.440
C -0.015 8.401 2.179
C 0.001 7.905 3.623
H 1.718 7.310 1.435
H 0.278 7.137 0.416
H 0.505 9.344 2.028
H -1.047 8.523 1.842
H 0.935 8.154 4.125
H -0.844 8.264 4.204
O 8.281 -0.773 -5.059
C 7.101 -0.766 -4.856
O 6.234 -1.514 -5.570
C 4.878 -1.222 -5.175
C 4.989 -0.637 -3.779
C 6.344 0.067 -3.838
H 4.458 -0.510 -5.886
H 4.294 -2.138 -5.206
H 4.154 0.011 -3.528
H 5.025 -1.442 -3.041
H 6.263 1.087 -4.218
H 6.866 0.068 -2.884
O 2.973 8.986 2.895
C 4.107 8.872 2.525
O 4.649 9.673 1.585
C 5.984 9.235 1.267
C 6.439 8.433 2.479
C 5.122 7.837 2.972
H 5.939 8.629 0.360
H 6.604 10.107 1.075
H 7.203 7.696 2.242
H 6.844 9.106 3.236
H 4.888 6.890 2.482
H 5.090 7.711 4.050
O 14.706 -1.774 -6.131
C 13.534 -1.734 -5.896
O 12.624 -2.461 -6.586
C 11.288 -2.128 -6.155
C 11.455 -1.546 -4.761
C 12.826 -0.881 -4.858
H 10.865 -1.407 -6.856
H 10.678 -3.028 -6.169
H 10.648 -0.874 -4.484
H 11.491 -2.352 -4.025
H 12.762 0.140 -5.236
H 13.371 -0.894 -3.918
O -8.695 -3.275 2.191
C -8.011 -2.837 3.071
O -6.665 -2.766 2.992
C -6.113 -2.300 4.239
C -7.256 -1.557 4.922
C -8.478 -2.328 4.421
H -5.779 -3.168 4.813
H -5.254 -1.668 4.032
H -7.159 -1.527 6.005
H -7.297 -0.529 4.560
H -8.708 -3.187 5.054
H -9.357 -1.701 4.311
```

**DFT total energy**: -4615.6795 a.u.
**HOMO level**: -9.33 eV
**Kohn-Sham gap**: 8.349 eV